1.
Molecular formula: C15H19F3N4O2
Method: DFT, ωB97M-V with the def2-TZVPD basis set

As for the SMILES: CC1(C)NCCN(CC(=O)N[C@@H](c2ccccn2)C(F)(F)F)C1=O. Its multiplicity is 1. As for the energy above the lowest of the compared OMol25 structures with the same formula, charge and spin: 3.95 kJ/mol. As for the frontier orbital gap: 9.85 eV.

Geometry as XYZ:
```
43
Properties=species:S:1:pos:R:3:forces:R:3:mulliken_charge:R:1
O 3.6063 0.9750 1.4614 -0.121 0.053 0.506 -0.68
O -0.8043 0.5759 1.7492 -0.742 -0.428 -0.362 -0.70
F 2.2227 1.0298 -1.8250 -0.773 -0.910 -0.335 -0.28
F 2.3211 -0.8956 -2.8948 -0.473 0.566 1.189 -0.30
F 0.5385 -0.4504 -1.6507 1.128 0.588 -0.674 -0.24
N 1.2071 -2.8866 -0.0752 1.050 0.068 -0.080 -0.33
C 2.4060 0.7456 1.5496 1.572 0.408 -1.620 0.82
C -0.7364 1.7689 1.5298 1.899 0.510 0.899 -0.15
C 1.1454 -4.2199 0.0019 0.112 0.561 -0.308 -0.29
C 2.4177 -2.3510 -0.3747 -0.381 -1.152 -0.196 0.45
C 2.2242 -5.0691 -0.2048 -0.563 -0.704 0.577 -0.37
C 3.5227 -3.1647 -0.6325 0.840 0.558 0.156 -0.73
C 3.4448 -4.5378 -0.4936 -0.121 0.235 -0.004 -0.45
N 0.4769 2.4092 1.9333 -2.134 -0.775 -0.365 0.28
N 1.8514 -0.1723 0.6993 -0.580 -0.355 -0.418 -0.12
N -1.6446 3.9896 0.7185 -0.120 1.027 0.586 -0.39
C 1.5658 1.5954 2.5227 -0.469 0.069 0.155 -1.13
C -3.2383 2.3263 1.6576 0.497 -0.495 0.235 -1.71
C -2.1430 2.0694 -0.6052 0.320 1.359 0.132 -1.77
C 1.8926 -0.2918 -1.7433 -0.115 0.019 0.223 0.79
C 0.6519 3.8170 1.6249 -1.164 0.181 0.141 -0.49
C -0.7130 4.5925 1.6902 0.161 -1.060 0.172 -0.72
C 2.5409 -0.8477 -0.4672 -1.155 0.589 1.196 -0.36
C -1.9304 2.5433 0.8683 -0.378 0.714 -0.785 1.56
H 0.1827 -4.6361 0.2232 -0.423 -0.076 0.163 0.40
H 2.1382 -6.1431 -0.0505 -0.260 0.224 -0.105 0.35
H 4.5073 -2.7598 -0.8706 -0.379 0.309 0.061 0.32
H 4.2911 -5.2008 -0.5507 0.329 0.164 -0.279 0.42
H 0.8516 -0.3331 0.7933 0.162 -0.166 -0.082 0.39
H -2.5244 4.5573 0.7177 1.027 -1.001 -0.065 0.32
H 2.2844 2.2434 3.0782 -0.548 -0.295 -0.827 0.40
H 1.1536 0.9321 3.2790 -0.345 -0.144 -0.014 0.39
H -4.0688 2.8507 1.1766 0.237 0.087 -0.043 0.45
H -3.1194 2.6948 2.6794 -0.142 -0.053 0.004 0.39
H -3.5051 1.2637 1.6857 0.146 0.174 0.105 0.36
H -1.2580 2.3823 -1.1629 -0.055 -0.127 -0.083 0.40
H -3.0158 2.5786 -1.0940 0.668 -0.322 0.758 0.34
H -2.2572 1.0263 -0.7002 -0.212 -1.347 0.034 0.43
H 1.0035 3.8413 0.6147 0.428 0.682 -0.746 0.27
H 1.3959 4.2253 2.2955 0.078 0.263 0.140 0.43
H -1.1441 4.6054 2.7206 0.535 -0.159 -0.337 0.29
H -0.5643 5.6281 1.3902 0.176 0.015 -0.002 0.42
H 3.5774 -0.5529 -0.5105 0.289 0.144 0.301 0.54
```
Positions in Å, forces in eV/Å.


2.
Molecular formula: C15H19FN4O3S
Method: DFT, ωB97M-V with the def2-TZVPD basis set

As for the SMILES: Cc1cc(C(=O)NNS(=O)(=O)c2ccc(F)cc2)nn1C(C)(C)C. Its multiplicity is 1. As for the energy above the lowest of the compared OMol25 structures with the same formula, charge and spin: 0.00 kJ/mol. As for the frontier orbital gap: 9.83 eV.

Geometry as XYZ:
```
43
Properties=species:S:1:pos:R:3:forces:R:3:mulliken_charge:R:1
C -2.4273 2.2737 1.5773 0.052 0.091 0.100 -1.60
C -1.3709 1.7069 0.6981 -0.302 -0.143 -0.453 1.44
C -1.5392 1.2434 -0.5900 0.319 -0.034 0.024 -1.38
C -0.2631 0.8287 -1.0011 -0.514 0.454 0.979 0.77
N 0.6133 1.0221 -0.0195 0.332 -0.377 -0.746 -0.90
N -0.0516 1.5556 0.9931 -0.280 0.048 -0.374 1.12
C 0.6764 1.8109 2.2364 0.452 0.013 0.615 1.16
C 2.1733 1.7346 1.9278 -0.124 -0.039 0.037 -1.80
H 2.7412 1.9134 2.8366 -0.027 0.052 0.146 0.47
H 2.4357 0.7573 1.5355 0.089 -0.014 0.011 0.35
H 2.4450 2.4829 1.1886 0.084 0.063 -0.068 0.44
C 0.3504 3.2054 2.7774 -0.030 -0.162 -0.102 -1.69
H 0.3896 3.9398 1.9762 0.012 0.098 -0.063 0.40
H -0.6277 3.2427 3.2450 -0.114 0.049 0.043 0.36
H 1.0885 3.4801 3.5264 0.052 -0.004 0.079 0.45
C 0.3131 0.7229 3.2527 0.023 0.144 -0.147 -1.37
H 0.5826 -0.2558 2.8624 0.038 -0.102 -0.034 0.32
H -0.7504 0.7242 3.4763 -0.109 0.002 0.043 0.27
H 0.8575 0.8888 4.1782 0.054 0.009 0.118 0.42
C 0.1273 0.1673 -2.2443 0.098 -0.124 -0.599 -0.24
O -0.6467 -0.2373 -3.0951 -0.039 0.269 0.195 -0.67
N 1.4818 0.0493 -2.3959 0.311 -0.019 0.212 0.01
H 2.0863 0.2198 -1.6029 -0.046 0.121 -0.099 0.43
N 2.0001 -0.8558 -3.3211 0.094 -0.579 0.174 -0.55
H 1.3913 -0.8770 -4.1351 -0.011 -0.036 -0.035 0.36
S 2.1395 -2.4088 -2.6208 -0.219 -0.053 0.051 1.28
O 2.4923 -3.3146 -3.6681 -0.311 0.158 -0.243 -0.69
O 3.0174 -2.2396 -1.5021 -0.204 0.220 0.145 -0.67
C 0.4947 -2.7612 -2.0006 0.856 0.072 -0.167 -0.15
C 0.1843 -2.3851 -0.7080 0.018 -0.138 0.098 -0.25
C -1.1154 -2.5278 -0.2550 -0.163 -0.055 -0.108 -0.60
C -2.0620 -3.0446 -1.1237 0.202 0.035 0.008 0.43
C -1.7528 -3.4391 -2.4156 -0.008 0.040 0.080 -0.63
C -0.4516 -3.2859 -2.8584 -0.112 -0.094 0.006 -0.35
H -0.1579 -3.5646 -3.8575 -0.064 -0.057 -0.150 0.43
H -2.5246 -3.8378 -3.0538 -0.079 -0.047 -0.047 0.45
F -3.3290 -3.1735 -0.6916 0.077 0.004 -0.048 -0.33
H -1.4037 -2.2354 0.7422 -0.039 0.017 0.098 0.47
H 0.9639 -1.9877 -0.0774 0.016 0.060 0.132 0.58
H -2.4418 1.2050 -1.1624 -0.261 0.005 -0.080 0.50
H -3.3955 2.0593 1.1317 -0.024 -0.006 0.015 0.40
H -2.4068 1.8422 2.5754 -0.055 0.027 0.077 0.32
H -2.3277 3.3551 1.6627 -0.044 0.036 0.078 0.27
```
Positions in Å, forces in eV/Å.


3.
Molecular formula: C15H19N3O
Method: DFT, ωB97M-V with the def2-TZVPD basis set

As for the SMILES: CC(C)=CN1CCn2c(=O)[nH]c3cccc(c32)[C@@H]1C. Its multiplicity is 1. As for the energy above the lowest of the compared OMol25 structures with the same formula, charge and spin: 191.59 kJ/mol. As for the frontier orbital gap: 8.85 eV.

Geometry as XYZ:
```
38
Properties=species:S:1:pos:R:3:forces:R:3:mulliken_charge:R:1
O 3.5166 2.6843 1.3673 -0.218 -0.581 0.966 -0.66
C 2.3124 2.6594 1.1906 1.772 -0.502 -1.169 0.21
C 0.6254 -1.7947 -0.5541 -2.050 -2.730 -1.754 -0.57
C 0.0692 -2.9038 -1.2143 0.957 2.370 2.642 0.68
C -1.6500 3.2543 -1.1002 1.393 -0.218 0.790 -0.78
C -0.4947 3.9774 -0.7180 0.264 -1.088 0.856 -0.87
C -1.7706 1.9192 -0.7409 0.361 -0.337 0.359 -0.89
C 0.4746 3.3107 0.0809 -1.983 0.124 -0.712 0.28
C 0.3080 1.9566 0.4573 -0.128 -0.348 -0.516 0.46
C -0.7896 1.2167 0.0376 -0.697 0.713 -0.667 0.85
N 1.6553 3.7354 0.6595 -0.759 1.089 -0.677 -0.19
N 1.4566 1.5482 1.1820 -0.540 2.261 -0.159 0.04
N 0.0677 -1.1533 0.5677 -0.323 0.029 0.972 0.48
C -1.0510 -3.7126 -0.5652 0.110 0.536 -0.717 -1.26
C 0.6503 -3.3345 -2.5215 -0.391 -0.669 0.287 -1.37
C -2.1198 -0.3222 1.4996 0.259 0.366 0.394 -1.59
C 1.9896 0.2174 1.1907 0.939 0.348 0.111 -0.44
C 0.9713 -0.7589 1.6535 -0.461 -1.115 -0.173 -1.05
C -1.0819 -0.2430 0.3622 0.058 -0.215 -0.206 -0.18
H 1.5028 -1.4265 -1.0326 0.735 0.712 -0.196 0.15
H -2.4357 3.7360 -1.6554 -0.041 0.095 -0.185 0.41
H -0.4018 5.0067 -1.0231 0.243 0.162 0.111 0.37
H -2.6722 1.4053 -1.0853 0.367 -0.131 0.237 0.37
H 2.1704 4.5386 0.2896 -0.125 -0.699 0.561 0.29
H -2.0449 -3.3309 -0.8692 0.335 -0.100 0.290 0.25
H -0.9413 -3.6682 0.5230 -0.218 0.034 -0.206 0.30
H -1.0180 -4.7508 -0.9067 0.108 0.041 0.095 0.44
H 1.2774 -2.5752 -2.9543 0.254 0.317 -0.161 0.41
H 1.2466 -4.2533 -2.4025 -0.271 0.128 -0.126 0.29
H -0.1798 -3.5379 -3.2053 0.218 -0.098 -0.151 0.35
H -3.1621 -0.1415 1.2024 0.431 0.044 -0.289 0.38
H -1.8948 0.4223 2.2798 -0.031 -0.286 -0.141 0.38
H -2.0646 -1.3100 1.9324 -0.071 -0.334 0.208 0.42
H 2.3287 -0.0251 0.1780 0.207 -0.106 0.176 0.23
H 2.8453 0.2254 1.8620 0.159 0.078 -0.092 0.42
H 1.4618 -1.6289 2.1369 -0.285 0.212 -0.578 0.42
H 0.3663 -0.3079 2.4309 -0.134 0.126 0.243 0.41
H -1.5236 -0.6348 -0.5350 -0.446 -0.226 -0.422 0.58
```
Positions in Å, forces in eV/Å.


4.
Molecular formula: C15H19N3O4
Method: DFT, ωB97M-V with the def2-TZVPD basis set

As for the SMILES: C[C@@H](O)[C@H](NC(=O)[C@@H](N)Cc1c[nH]c2ccccc12)C(=O)O. Its multiplicity is 1. As for the energy above the lowest of the compared OMol25 structures with the same formula, charge and spin: 21.73 kJ/mol. As for the frontier orbital gap: 8.16 eV.

Geometry as XYZ:
```
41
Properties=species:S:1:pos:R:3:forces:R:3:mulliken_charge:R:1
C 0.5931 -1.9298 0.5230 -1.519 -0.105 0.678 -0.14
C 1.3942 -0.7026 0.1383 0.127 0.170 0.124 0.21
C -0.8720 -1.8887 -0.0696 0.160 -0.178 0.391 -1.33
C -1.7201 -0.7087 0.3767 -0.188 0.942 -0.194 0.57
C -1.9535 0.4415 -0.3508 -0.690 -0.359 1.417 -1.08
C -2.4313 -0.5026 1.6414 -0.288 0.130 -0.370 0.80
C -3.0969 0.7563 1.6167 0.948 -0.290 -0.769 -0.54
C -2.6002 -1.2870 2.7703 -0.523 -0.160 1.215 0.00
C -3.7860 1.2900 2.7102 0.090 0.162 -0.141 -0.80
C -3.3550 -0.8063 3.8558 0.591 -0.081 0.489 -0.69
C -3.8815 0.5183 3.8663 0.413 -1.107 -1.315 -0.47
C 1.8270 0.9335 -1.6358 -0.490 -1.319 -0.914 -0.24
C 0.9553 1.3923 -2.8321 1.395 1.136 0.083 0.29
C 3.3532 0.8698 -1.9093 -1.386 -1.391 0.245 -0.04
C 3.6533 -0.0092 -3.1263 0.450 2.054 -0.006 -1.35
H 1.4400 -2.5353 2.2719 -0.287 0.117 0.008 0.28
H 0.5696 -1.1790 2.3930 -0.116 -0.582 -0.002 0.31
H 0.9820 -2.8210 0.0595 0.679 -0.315 -0.109 0.41
H -1.3064 -2.8509 0.2617 -0.018 0.527 -0.044 0.41
H -0.8165 -1.9780 -1.1771 -0.161 0.338 0.618 0.63
H -1.5799 0.6959 -1.3284 -0.142 0.130 -0.090 0.63
H -2.9403 2.2629 0.0719 -0.176 -0.320 0.327 0.25
H -2.1156 -2.2557 2.8380 -0.094 0.059 -0.014 0.40
H -4.1922 2.3036 2.6100 0.049 -0.436 0.315 0.36
H -3.4316 -1.4507 4.7748 -0.019 0.814 -1.078 0.30
H -4.3911 0.8809 4.7298 -0.257 0.229 0.420 0.42
H 0.7962 -0.8786 -1.8319 -0.523 -0.286 -0.174 0.39
H 1.6517 1.7059 -0.9162 -0.086 0.351 0.942 0.54
H 3.7795 0.4589 -0.9985 0.185 -0.172 0.106 0.45
H 3.7314 2.6775 -1.2845 0.168 -0.439 -0.470 0.40
H 3.2671 0.5365 -3.9943 0.076 -0.250 -0.113 0.33
H 4.7253 -0.1070 -3.2511 0.167 -0.132 -0.033 0.40
H 3.1975 -0.9625 -3.0809 -0.470 -0.947 0.255 0.34
H 2.3345 2.7654 -3.1358 -0.866 -0.567 -0.089 0.50
N 0.5445 -2.1291 1.9933 0.533 0.611 -0.738 -0.61
N -2.8185 1.3026 0.3673 0.899 -0.360 -0.706 0.00
N 1.3043 -0.3473 -1.1623 0.833 1.258 -0.246 0.07
O 2.0427 -0.0442 0.9407 -0.251 -0.112 -0.189 -0.69
O -0.0775 0.9008 -3.1648 -0.300 -0.453 -0.059 -0.55
O 3.8037 2.1673 -2.1146 0.681 1.616 -0.083 -0.62
O 1.4200 2.5139 -3.4464 0.404 -0.282 0.313 -0.57
```
Positions in Å, forces in eV/Å.


5.
Molecular formula: C15H19N3OS
Method: DFT, ωB97M-V with the def2-TZVPD basis set

As for the SMILES: CCCCC(=O)Nc1nnc(CCc2ccccc2)s1. Its multiplicity is 1. As for the energy above the lowest of the compared OMol25 structures with the same formula, charge and spin: 124.96 kJ/mol. As for the frontier orbital gap: 9.53 eV.

Geometry as XYZ:
```
39
Properties=species:S:1:pos:R:3:forces:R:3:mulliken_charge:R:1
C 2.6556 2.0376 5.2594 -0.159 0.165 0.062 -1.16
C 1.3260 2.6956 5.6098 0.007 -0.179 0.047 -0.37
C 0.1380 1.7366 5.5229 -0.053 0.279 -0.199 -0.94
C -0.1838 1.3048 4.0929 0.148 0.135 0.690 -0.71
C -0.7834 2.4171 3.2874 0.055 -0.241 -0.120 0.52
O -1.0988 3.5058 3.6985 -0.048 0.198 0.186 -0.63
N -1.0045 2.1454 1.9388 -0.322 0.786 -0.154 -0.09
C -0.7669 1.0168 1.2228 -0.113 -0.496 -1.200 0.42
N -0.2560 -0.0852 1.6525 -0.057 0.978 1.223 0.03
N -0.1419 -1.0212 0.7193 0.259 -1.300 -0.828 -0.86
C -0.5560 -0.6870 -0.4428 -0.406 0.637 -0.156 0.41
C -0.5068 -1.5416 -1.6484 0.159 0.078 -0.244 -0.38
H -1.4871 -1.5569 -2.1307 0.019 -0.111 -0.007 0.32
H -0.2503 -2.5553 -1.3376 -0.074 0.031 0.015 0.30
C 0.5396 -1.0207 -2.6515 -0.185 -0.226 0.010 -1.06
C 0.5628 -1.8954 -3.8719 0.086 0.124 -0.019 0.48
C -0.2505 -1.6095 -4.9605 0.033 -0.013 0.022 -0.32
C -0.2552 -2.4338 -6.0718 -0.069 -0.008 -0.078 -0.57
C 0.5523 -3.5577 -6.1052 -0.004 -0.059 -0.080 -0.42
C 1.3638 -3.8525 -5.0229 0.030 -0.094 -0.009 -0.56
C 1.3670 -3.0269 -3.9129 -0.018 0.037 -0.004 -0.37
H 2.0026 -3.2589 -3.0700 0.083 -0.017 0.096 0.37
H 1.9961 -4.7280 -5.0436 0.053 -0.066 -0.005 0.37
H 0.5498 -4.2012 -6.9723 0.005 -0.047 -0.069 0.37
H -0.8895 -2.1978 -6.9137 -0.046 0.017 -0.069 0.37
H -0.8805 -0.7312 -4.9398 -0.058 0.109 0.004 0.36
H 0.2863 0.0051 -2.9293 0.098 0.004 0.006 0.52
H 1.5191 -1.0180 -2.1696 -0.020 0.087 0.002 0.36
S -1.1763 0.9681 -0.4990 0.343 -0.453 0.738 -0.22
H -1.4202 2.9184 1.4312 0.093 -0.095 0.244 0.23
H 0.7042 0.9341 3.5808 -0.122 -0.080 -0.022 0.41
H -0.8989 0.4785 4.0943 0.088 -0.038 -0.125 0.49
H 0.3478 0.8474 6.1202 -0.042 -0.034 0.021 0.40
H -0.7411 2.2300 5.9411 -0.015 -0.088 0.068 0.33
H 1.1474 3.5462 4.9510 -0.017 0.083 0.073 0.28
H 1.3830 3.0778 6.6313 -0.018 0.088 -0.021 0.34
H 2.8291 1.1694 5.8922 0.078 -0.118 0.039 0.28
H 3.4727 2.7394 5.4105 0.132 0.001 -0.027 0.35
H 2.6793 1.7151 4.2213 0.076 -0.073 -0.110 0.33
```
Positions in Å, forces in eV/Å.